Computed, not measured: C4H8FN in the gas phase, with ωB97M-V/def2-TZVPD.

The geometry in XYZ format:
```
14
Properties=species:S:1:pos:R:3:lowdin_charge:R:1
C -0.532 1.092 1.810 0.063
C -0.564 0.934 0.372 -0.360
F -1.398 1.736 -0.353 0.052
N 0.198 0.056 -0.333 -0.198
C -0.411 -0.281 -1.589 -0.091
C 1.060 -1.022 0.255 -0.040
H -0.982 1.826 2.324 -0.023
H 0.050 0.333 2.406 0.044
H -0.435 0.584 -2.209 0.061
H 0.465 -0.868 -2.235 0.150
H -1.400 -0.655 -1.563 0.073
H 0.463 -1.861 0.476 0.066
H 1.925 -1.229 -0.529 0.123
H 1.560 -0.645 1.168 0.078
```

- Electronic energy: -311.744375 hartree
- HOMO energy: -7.759 eV
- Molecular weight: 89.113 Da
- HOMO-LUMO gap: 8.69 eV
- Net charge: 0
- ΔE to the lowest compared entry with this formula, charge and spin: 196.95 kJ/mol